Formula: C3H4O
Source: OMol25
Level of theory: the ωB97M-V functional and the def2-TZVPD basis

Output
- max |F| (eV Å⁻¹) = 5.25
- highest occupied orbital energy (eV) = -9.072
- energy relative to the best compared isomer or geometry (same formula, charge and spin) (eV) = 4.489
- frontier orbital gap (eV) = 9.76

Element x y z (Å)
C 0.653 0.229 -0.581
C -0.412 0.662 0.406
C -0.288 -0.721 0.092
O -1.483 -0.081 -0.232
H 0.508 0.434 -1.634
H 1.680 0.242 -0.242
H -0.540 1.297 1.250
H -0.119 -2.063 0.942

Forces on the atoms, in the same order (eV/Å):
C -0.143 0.114 -0.013
C 0.547 -0.602 -0.562
C 1.177 -4.028 3.152
O -0.905 0.034 -0.329
H -0.071 0.063 -0.127
H 0.043 -0.033 0.164
H -0.009 0.091 0.405
H -0.639 4.361 -2.689

Computed natural (NBO) charges, given in elementary charges: atom 1 (C): -0.436, atom 2 (C): -0.023, atom 3 (C): 0.125, atom 4 (O): -0.500, atom 5 (H): 0.210, atom 6 (H): 0.217, atom 7 (H): 0.225, atom 8 (H): 0.182